C7H10N2O as an isolated structure, computed with wB97M-V/def2-TZVPD.

Results
HOMO level in eV: -8.6
LUMO level in Eh: 0.005
ΔE to the lowest compared entry with this formula, charge and spin in kcal/mol: 212.0

Geometry as XYZ:
```
20
Properties=species:S:1:pos:R:3:forces:R:3
C 0.80616 1.72538 -0.22322 2.2 -1.8 0.0
C -0.03405 1.04761 0.80323 0.3 4.6 -0.4
C -0.69503 -0.95399 -1.48987 -0.2 0.8 -2.7
C 0.48202 -0.83644 -0.83747 0.0 -2.2 2.0
C 0.36404 -0.92843 0.62019 -2.5 -5.0 -4.3
C -0.92279 -1.04006 1.16005 -1.1 -4.6 1.9
C -2.08633 -0.98198 0.39732 0.3 0.5 -1.2
H 2.17402 0.78814 -1.64308 0.0 1.1 4.6
H 1.98248 -0.16160 -0.06082 0.8 4.0 -0.9
H -0.51368 1.82719 1.34500 -0.3 0.9 1.2
H 0.79703 0.54485 1.41319 -2.0 1.6 -0.1
H -0.88318 0.42959 0.38412 1.6 3.5 0.1
H -0.59680 -0.85134 -2.63285 -0.6 -0.4 1.7
H 1.28690 -0.28070 -1.37145 -1.8 -3.4 -0.3
H 1.04296 -1.12879 1.36647 2.3 -0.3 0.9
H -0.84627 -1.20121 2.25147 -0.9 0.3 -0.6
H -3.15919 -0.69608 0.74046 2.1 -1.1 -0.4
N 1.94714 0.85589 -0.47625 3.1 1.0 -2.3
N -1.88698 -0.93390 -0.96672 -2.5 -0.1 1.4
O 0.74155 2.77587 -0.77978 -0.8 0.6 -0.4
```
Forces are in eV/Å.



One molecule with the formula C5H7NO, computed with wB97M-V/def2-TZVPD.

Results
HOMO level in eV: -8.0
LUMO level in Eh: 0.017
ΔE to the lowest compared entry with this formula, charge and spin in kcal/mol: 144.4

Geometry as XYZ:
```
14
Properties=species:S:1:pos:R:3:forces:R:3
O 2.87987 -0.25605 1.50302 -0.2 -0.1 0.1
C 2.48775 -0.08111 0.22606 0.0 0.2 -0.1
C 1.19738 -0.18809 -0.23452 -0.1 -0.1 0.1
C -0.06872 -0.49263 -0.04994 0.3 0.2 0.1
C -1.05374 0.46498 0.43612 0.2 0.1 0.0
C -2.38233 0.44800 -0.25204 -0.2 0.1 -0.2
N -2.25925 -0.09869 1.07671 -0.1 -0.2 0.1
H 2.08984 -0.32719 2.06169 0.1 0.0 -0.1
H 3.34266 0.11455 -0.41598 -0.2 0.1 0.0
H 1.93878 -1.03802 -0.72520 0.0 -0.2 -0.1
H -0.75245 1.41728 0.87913 0.0 -0.1 -0.1
H -2.49563 -0.22818 -1.09560 0.0 0.1 0.1
H -2.93109 1.38375 -0.31691 0.1 -0.1 0.0
H -2.18292 -1.11204 1.00820 0.0 0.1 0.0
```
Forces are in eV/Å.



C58H53MgN5O5 as an isolated structure, computed with wB97M-V/def2-TZVPD.

Results
HOMO level (spin up / spin down) in eV: 0.1 / 0.1
LUMO level (spin up / spin down) in Eh: 0.134 / 0.134
Net charge: -2

Geometry as XYZ:
```
122
Properties=species:S:1:pos:R:3:forces:R:3
Mg 0.13716 0.11788 -0.36543 -0.4 -0.2 0.5
C 3.02996 6.97465 6.36333 0.2 0.0 0.1
O 1.83733 6.83402 5.64919 -0.3 -0.3 -0.4
C 1.66506 5.67244 4.90231 -0.1 0.2 0.0
C 2.50339 4.57021 4.95043 0.1 0.3 0.3
C 2.23981 3.46959 4.15282 -0.3 -0.2 -0.2
C 1.15430 3.43230 3.28084 0.2 0.3 0.3
C 0.31396 4.55240 3.25824 0.2 -0.1 0.0
C 0.56007 5.65014 4.05360 0.2 0.2 0.3
C 0.90294 2.29795 2.38510 -0.8 -0.6 -0.1
C 1.93437 1.89886 1.50796 0.5 0.3 0.0
C 3.29385 2.30267 1.45477 -0.1 0.1 0.3
C 3.83981 1.69105 0.33934 0.3 -0.1 -0.1
C 2.78717 0.99271 -0.27857 0.7 0.6 0.2
N 1.67930 1.09636 0.44282 0.2 0.2 0.2
C 2.70312 0.24787 -1.56503 -0.2 0.1 -0.3
C 2.56891 -1.18214 -1.16186 0.3 -0.6 -0.4
C 3.51536 -2.22130 -1.04690 0.3 0.1 0.0
C 2.79297 -3.36358 -0.75581 -0.1 -0.2 0.2
C 1.43931 -2.95880 -0.64546 0.5 -0.3 0.0
C 0.31334 -3.75761 -0.37361 -0.8 0.8 0.3
C 0.43623 -5.21297 -0.45739 0.0 -0.5 0.1
C 0.13010 -6.02221 0.63701 0.1 0.4 -0.2
C 0.28180 -7.39576 0.59541 0.0 -0.6 0.0
C 0.72101 -8.00935 -0.56888 0.1 -0.2 0.0
O 0.91038 -9.38273 -0.70396 0.0 0.6 -0.3
C 0.78136 -10.15636 0.45379 0.0 -0.1 0.2
C 1.00229 -7.22360 -1.68523 0.0 -0.4 0.1
C 0.87843 -5.85115 -1.62055 -0.1 0.1 0.1
C -0.90221 -3.20547 0.03898 0.7 -1.0 -0.5
N -1.07905 -1.91133 0.42715 0.0 1.0 0.2
C -2.32540 -1.82848 0.93034 0.0 0.3 0.2
C -2.81925 -0.75726 1.69602 0.3 0.1 -0.4
C -4.12686 -0.90405 2.33699 -0.3 -0.1 0.1
C -5.10271 0.09627 2.23383 0.0 -0.2 0.0
C -6.32511 -0.02490 2.85827 -0.3 -0.1 0.3
C -6.62027 -1.14947 3.62553 -0.2 0.1 0.0
O -7.88380 -1.17041 4.21509 0.4 0.3 -0.3
C -8.21028 -2.27944 4.99732 0.0 -0.2 0.1
C -5.66344 -2.14522 3.75978 -0.5 -0.1 0.3
C -4.44227 -2.01515 3.12371 0.2 0.3 -0.1
C -2.04012 0.35253 2.08430 0.1 -0.3 0.0
C -2.39198 1.17444 3.21444 0.1 0.5 0.3
C -1.34755 2.01346 3.42063 -0.3 0.0 0.1
C -0.36595 1.70869 2.41112 0.9 0.8 0.6
N -0.82424 0.69569 1.62224 -0.1 -0.6 -0.7
C -3.03200 -3.06542 0.71280 -0.1 -0.5 -0.2
C -2.13192 -3.93299 0.18001 -0.3 0.0 0.1
N 1.34699 -1.62163 -0.88679 -0.2 0.0 0.1
C 3.76406 0.54709 -2.57378 0.6 0.1 -0.2
C 4.17526 -0.41727 -3.50459 0.0 0.1 0.2
C 5.06923 -0.11741 -4.50837 0.3 0.3 -0.2
C 5.58596 1.16924 -4.63467 0.1 -0.1 -0.3
O 6.50323 1.35796 -5.67904 -0.4 -0.3 0.4
C 7.19376 2.56876 -5.71757 0.1 0.2 0.0
C 5.15525 2.15759 -3.75925 0.4 0.1 -0.4
C 4.26065 1.84401 -2.75143 -0.2 -0.4 0.3
H 3.00819 7.97815 6.79291 0.0 -0.1 0.0
H 3.90573 6.88280 5.70989 0.0 0.0 0.0
H 3.11134 6.24187 7.17604 0.0 0.0 0.0
H 3.35772 4.54257 5.61279 0.0 0.0 0.0
H 2.88302 2.60603 4.21357 0.1 -0.1 0.0
H -0.52821 4.55416 2.58288 -0.1 0.0 -0.1
H -0.08672 6.51650 4.03548 -0.1 0.1 -0.1
H 3.80755 2.96512 2.13281 0.0 0.0 0.0
H 4.86501 1.74249 0.00681 0.0 0.0 -0.1
H 4.58522 -2.13703 -1.16861 0.0 0.0 -0.1
H 3.17499 -4.36128 -0.59877 0.0 -0.1 0.0
H -0.21015 -5.55622 1.54923 0.0 0.1 0.1
H 0.07333 -7.97224 1.48618 0.0 0.0 0.0
H 0.98023 -11.18710 0.15765 0.0 0.0 0.0
H -0.22860 -10.10052 0.87839 0.1 0.0 0.0
H 1.50433 -9.85704 1.22314 -0.1 0.0 0.0
H 1.32637 -7.71318 -2.59382 0.0 0.0 0.0
H 1.10973 -5.25000 -2.48800 0.0 0.1 0.0
H -4.87958 0.97731 1.64914 0.0 0.1 -0.1
H -7.07725 0.74760 2.77576 -0.1 0.1 0.0
H -9.24240 -2.12988 5.31775 0.1 -0.1 0.0
H -7.57058 -2.35829 5.88549 0.0 0.0 -0.1
H -8.14489 -3.21424 4.42740 0.0 0.0 0.0
H -5.84311 -3.01414 4.37879 0.0 0.0 0.0
H -3.69303 -2.77916 3.26943 0.1 0.0 0.0
H -3.28715 1.08638 3.80594 0.0 0.0 0.1
H -1.24652 2.73686 4.21199 0.0 0.0 0.1
H -4.06971 -3.25098 0.93228 0.0 -0.1 0.0
H -2.29349 -4.96109 -0.10049 0.0 -0.1 0.0
H 3.78167 -1.42086 -3.42616 0.0 0.0 0.0
H 5.39741 -0.87254 -5.21015 0.0 -0.1 -0.1
H 7.91690 2.47855 -6.53153 0.0 0.1 0.1
H 7.73282 2.76369 -4.78133 -0.1 0.0 0.0
H 6.53144 3.42042 -5.92597 0.0 0.0 0.0
H 5.51377 3.17629 -3.84931 0.0 0.0 0.0
H 3.92719 2.62486 -2.08173 0.0 0.0 0.0
O -1.69187 -0.77453 -2.18060 0.2 -0.1 0.2
H -1.33652 -1.48068 -1.62421 -0.1 -0.6 -0.1
H -1.46756 0.00675 -1.61878 -1.0 0.7 -0.8
C 1.38343 0.63058 -2.24836 -0.5 0.1 -0.2
H 1.47219 1.67462 -2.58248 0.0 0.1 0.1
H 1.32831 0.01503 -3.16408 -0.1 0.0 0.0
C -3.24532 1.27513 -3.61027 -0.7 -0.2 0.6
N -2.12325 1.67489 -4.47170 0.0 0.4 -0.2
C -1.93986 0.70997 -5.55570 0.1 -0.4 -0.5
C -0.84460 1.80941 -3.67437 0.4 0.2 0.5
C -1.06546 2.72146 -2.50521 0.0 -0.2 0.0
C -1.10561 4.09033 -2.76865 0.1 -0.1 -0.2
C -1.38824 4.97266 -1.74749 -0.1 0.3 0.0
C -1.67705 4.44964 -0.49503 0.0 0.4 0.0
C -1.63022 3.08695 -0.26571 -0.1 -0.4 0.0
C -1.28623 2.13217 -1.24267 -0.1 -0.1 -0.1
H -4.16690 1.24644 -4.19026 0.0 0.0 -0.1
H -3.32947 1.98263 -2.78624 0.0 0.0 -0.1
H -3.01723 0.29605 -3.17690 0.0 0.2 -0.1
H -2.31987 2.60838 -4.84907 0.0 -0.3 0.1
H -1.69654 -0.25033 -5.10050 0.0 0.1 0.0
H -1.11573 1.01671 -6.19851 0.0 0.1 0.1
H -2.85049 0.61620 -6.14873 0.0 0.1 0.1
H -0.07773 2.18266 -4.35847 -0.1 -0.1 -0.1
H -0.57762 0.82163 -3.30222 0.0 0.0 -0.2
H -0.90223 4.46612 -3.77455 0.1 0.0 0.1
H -1.37934 6.04365 -1.92172 0.0 0.0 0.0
H -1.93113 5.12870 0.31111 0.0 0.0 0.1
H -1.88350 2.73755 0.72416 0.0 0.0 0.2
```
Forces are in eV/Å.